ORCA calculation (ωB97M-V with the def2-TZVPD basis set) on a 9-piece molecular cluster, C68H138F12N5O9S overall.

Properties
Strongest force on any atom, Eh/bohr: 0.11989
Gap between HOMO and LUMO (alpha / beta), eV: 2.63 / 3.35
Charge: 0
Spin multiplicity: 2
LUMO (alpha / beta), eV: -0.9363 / -0.9817
Calculated total energy, a.u.: -5220.5341
HOMO level (alpha / beta), eV: -3.563 / -4.329

Each line ends with the Löwdin charge.
Geometry (Å):
C1 -3.704 -4.175 1.927  -0.067
C2 -4.014 -3.322 3.194  -0.299
C3 -3.917 -1.909 2.927  -0.213
C4 -4.651 -1.119 4.038  -0.087
N1 -4.409 0.408 4.076  -0.119
C5 -5.165 1.222 2.968  -0.112
C6 -6.586 1.281 3.407  -0.187
C7 -6.696 1.045 4.922  -0.159
C8 -5.250 0.899 5.327  -0.135
C9 -2.923 0.855 4.257  -0.118
C10 -2.029 0.065 5.187  -0.260
C11 -0.713 0.634 5.394  -0.101
H1 -4.545 -4.235 1.237  0.077
H2 -3.648 -5.189 2.322  0.073
H3 -2.671 -3.996 1.630  0.074
H4 -3.428 -3.709 4.028  0.119
H5 -4.948 -3.663 3.642  0.112
H6 -4.293 -1.714 1.923  0.117
H7 -2.859 -1.652 2.982  0.112
H8 -4.409 -1.703 4.926  0.133
H9 -5.729 -1.249 3.940  0.128
H10 -4.741 2.222 2.878  0.092
H11 -5.036 0.644 2.052  0.120
H12 -6.941 2.219 2.982  0.092
H13 -7.061 0.465 2.861  0.113
H14 -7.205 1.902 5.364  0.105
H15 -7.333 0.201 5.186  0.112
H16 -4.883 1.909 5.510  0.062
H17 -5.037 0.391 6.268  0.128
H18 -2.980 1.886 4.605  0.090
H19 -2.500 0.975 3.259  0.107
H20 -1.922 -0.932 4.759  0.112
H21 -2.575 0.031 6.130  0.115
H22 0.008 0.007 5.918  0.100
H23 -0.908 1.545 5.959  0.056
H24 -0.353 1.069 4.461  0.068
C12 -7.679 3.103 0.218  -0.137
C13 -6.353 3.689 -0.072  -0.293
C14 -5.867 3.134 -1.382  -0.192
C15 -5.352 1.705 -1.221  -0.087
N2 -4.690 1.088 -2.497  -0.171
C16 -5.751 0.701 -3.651  -0.019
C17 -6.032 -0.816 -3.494  -0.136
C18 -5.173 -1.286 -2.363  -0.143
C19 -4.107 -0.209 -2.095  -0.128
C20 -3.641 2.069 -3.157  -0.054
C21 -2.554 2.495 -2.138  -0.238
C22 -1.434 3.385 -2.584  -0.085
H25 -7.718 2.023 0.359  0.072
H26 -8.437 3.491 -0.462  0.087
H27 -7.979 3.488 1.193  0.068
H28 -5.753 3.485 0.814  0.091
H29 -6.507 4.769 -0.083  0.116
H30 -5.018 3.791 -1.573  0.107
H31 -6.658 3.221 -2.127  0.121
H32 -6.202 1.060 -1.002  0.127
H33 -4.648 1.698 -0.388  0.121
H34 -5.325 0.928 -4.628  0.125
H35 -6.608 1.332 -3.415  0.114
H36 -5.746 -1.246 -4.454  0.117
H37 -7.082 -1.084 -3.380  0.121
H38 -4.750 -2.290 -2.391  0.132
H39 -5.697 -1.365 -1.411  0.107
H40 -3.270 -0.368 -2.775  0.119
H41 -3.608 -0.104 -1.131  0.108
H42 -4.172 2.899 -3.623  0.128
H43 -3.246 1.394 -3.916  0.125
H44 -2.092 1.619 -1.682  0.087
H45 -2.857 3.036 -1.242  0.098
H46 -0.838 2.877 -3.343  0.075
H47 -0.829 3.658 -1.719  0.069
H48 -1.812 4.349 -2.924  0.080
C23 -1.696 3.895 1.567  -0.120
C24 -0.942 3.965 2.892  -0.213
C25 -0.661 5.527 3.229  -0.153
C26 -1.767 6.310 4.073  -0.145
N3 -1.151 7.119 5.264  -0.173
C27 -0.233 8.240 4.701  -0.059
C28 -0.428 9.416 5.832  -0.121
C29 -1.556 8.981 6.721  -0.194
C30 -2.296 7.855 6.009  -0.118
C31 -0.287 6.353 6.328  -0.085
C32 -0.700 4.907 6.801  -0.231
C33 0.403 3.986 7.315  -0.088
H49 -2.589 4.518 1.618  0.056
H50 -2.182 2.920 1.601  0.038
H51 -1.113 3.940 0.647  0.066
H52 -0.035 3.362 2.943  0.095
H53 -1.596 3.726 3.731  0.057
H54 -0.381 6.108 2.349  0.101
H55 0.218 5.483 3.872  0.081
H56 -2.502 5.620 4.488  0.032
H57 -2.271 6.908 3.313  0.098
H58 0.834 8.048 4.591  0.118
H59 -0.497 8.557 3.692  0.120
H60 0.524 9.637 6.315  0.112
H61 -0.715 10.273 5.223  0.108
H62 -1.327 8.728 7.756  0.113
H63 -2.278 9.781 6.889  0.119
H64 -2.868 7.221 6.687  0.110
H65 -3.033 8.112 5.248  0.115
H66 -0.045 7.083 7.101  0.121
H67 0.728 6.261 5.942  0.107
H68 -1.095 4.326 5.967  0.068
H69 -1.563 5.035 7.455  0.088
H70 0.065 2.959 7.455  0.068
H71 0.597 4.442 8.286  0.074
H72 1.320 4.108 6.739  0.073
C34 7.793 -4.562 -7.752  -0.090
C35 7.162 -4.095 -6.378  -0.240
C36 5.760 -4.639 -6.074  -0.159
C37 5.137 -3.805 -4.814  -0.055
N4 3.664 -4.059 -4.429  -0.186
C38 3.362 -3.176 -3.213  -0.065
C39 3.029 -4.146 -2.061  -0.186
C40 2.517 -5.351 -2.723  -0.147
C41 3.373 -5.470 -3.956  -0.095
C42 2.699 -3.820 -5.641  -0.082
C43 2.809 -2.465 -6.335  -0.228
C44 2.155 -2.298 -7.679  -0.081
H73 7.369 -4.299 -8.721  0.066
H74 7.809 -5.651 -7.730  0.061
H75 8.870 -4.395 -7.724  0.060
H76 7.258 -3.037 -6.133  0.103
H77 7.697 -4.627 -5.591  0.101
H78 5.721 -5.728 -6.049  0.115
H79 5.129 -4.429 -6.938  0.092
H80 5.105 -2.721 -4.918  0.108
H81 5.687 -4.135 -3.933  0.132
H82 2.363 -2.811 -3.450  0.114
H83 4.049 -2.333 -3.136  0.113
H84 2.446 -3.594 -1.324  0.091
H85 3.907 -4.374 -1.457  0.119
H86 1.452 -5.199 -2.902  0.136
H87 2.596 -6.198 -2.041  0.131
H88 2.961 -6.243 -4.605  0.145
H89 4.345 -5.939 -3.804  0.130
H90 1.729 -4.080 -5.216  0.113
H91 3.017 -4.636 -6.290  0.122
H92 3.828 -2.104 -6.478  0.107
H93 2.402 -1.858 -5.527  0.064
H94 1.139 -2.691 -7.660  0.058
H95 2.547 -2.772 -8.579  0.082
H96 1.965 -1.235 -7.831  0.071
C45 4.252 0.357 5.263  -0.095
C46 3.624 1.689 4.788  -0.231
C47 3.357 1.576 3.288  -0.192
C48 4.625 1.852 2.394  -0.076
N5 4.472 1.415 0.901  -0.154
C49 3.771 2.511 0.009  -0.089
C50 4.810 3.526 -0.375  -0.140
C51 6.212 2.903 0.001  -0.109
C52 5.917 1.386 0.282  -0.048
C53 3.689 0.046 0.792  -0.079
C54 4.348 -1.164 1.488  -0.220
C55 3.521 -2.419 1.686  -0.080
H97 3.695 -0.534 4.974  0.075
H98 4.350 0.282 6.346  0.068
H99 5.275 0.211 4.918  0.066
H100 4.216 2.582 4.991  0.106
H101 2.693 1.905 5.313  0.090
H102 2.720 2.403 2.977  0.096
H103 2.699 0.747 3.027  0.105
H104 5.459 1.417 2.944  0.115
H105 4.753 2.934 2.348  0.124
H106 3.295 1.985 -0.819  0.119
H107 2.813 2.806 0.437  0.118
H108 4.711 3.644 -1.454  0.108
H109 4.717 4.540 0.015  0.107
H110 6.938 3.050 -0.799  0.115
H111 6.660 3.359 0.884  0.098
H112 5.871 0.704 -0.567  0.108
H113 6.479 0.996 1.132  0.114
H114 3.736 -0.175 -0.274  0.123
H115 2.684 0.337 1.097  0.092
H116 4.674 -1.003 2.516  0.091
H117 5.273 -1.394 0.958  0.118
H118 3.262 -2.639 0.651  0.058
H119 2.615 -2.278 2.277  0.078
H120 4.136 -3.255 2.019  0.098
C56 -1.075 -5.638 -6.529  -0.442
O1 -1.536 -4.613 -5.586  -0.132
O2 0.035 -6.169 -5.878  -0.255
C57 -2.375 -6.303 -7.228  -0.515
F1 -2.042 -7.278 -8.051  0.137
F2 -3.257 -6.925 -6.319  0.056
F3 -3.022 -5.382 -7.963  0.110
C58 -1.113 -3.228 -5.803  -0.247
C59 -1.936 -2.384 -4.817  -0.089
H121 -1.489 -2.549 -3.837  0.064
H122 -2.020 -1.316 -5.022  0.048
H123 -2.987 -2.645 -4.936  0.065
H124 -1.374 -2.946 -6.823  0.105
H125 -0.052 -2.989 -5.737  0.078
H126 -0.678 -5.147 -7.417  0.108
C60 4.725 0.753 -3.823  -0.435
O3 3.452 0.008 -3.850  -0.123
O4 5.503 0.011 -2.922  -0.250
C61 5.304 1.042 -5.186  -0.595
F4 6.269 1.953 -5.110  0.135
F5 5.865 0.035 -5.885  0.131
F6 4.424 1.617 -6.004  0.131
C62 2.278 0.835 -4.047  -0.274
C63 1.145 0.023 -4.639  -0.080
H127 0.243 0.622 -4.517  0.059
H128 1.262 -0.118 -5.714  0.075
H129 0.945 -0.838 -4.002  0.065
H130 2.296 1.774 -4.600  0.111
H131 1.970 1.192 -3.063  0.094
H132 4.431 1.641 -3.264  0.118
C64 1.718 -7.990 1.375  -0.485
O5 2.401 -6.779 1.567  -0.139
O6 1.945 -8.285 0.023  -0.268
C65 2.173 -9.125 2.498  -0.664
F7 3.422 -9.308 2.450  0.193
F8 1.868 -8.801 3.752  0.113
F9 1.578 -10.286 2.228  0.125
C66 1.722 -5.564 1.053  -0.225
C67 0.917 -4.859 2.136  -0.082
H133 1.339 -5.051 3.123  0.081
H134 0.999 -3.796 1.908  0.026
H135 -0.144 -5.090 2.052  0.056
H136 1.157 -5.692 0.129  0.113
H137 2.614 -4.964 0.876  0.080
H138 0.683 -7.842 1.684  0.113
C68 -0.014 -1.146 -0.549  -0.508
F10 1.267 -0.990 -0.874  0.120
F11 -0.801 -1.028 -1.638  0.107
F12 -0.130 -2.421 0.074  0.054
S1 -0.517 0.240 0.805  0.499
O7 -1.969 0.481 0.545  -0.393
O8 -0.272 -0.220 2.151  -0.334
O9 0.343 1.414 0.529  -0.368